A 12-piece molecular cluster, C82H148N8O22 overall, computed with wB97M-V/def2-TZVPD.

```
260
Properties=species:S:1:pos:R:3:forces:R:3:mulliken_charge:R:1
O -3.661836 0.405296 3.724689 0.58 -1.14 1.43 -0.512
O 1.489343 2.117225 -2.886987 0.17 0.35 0.15 2.464
O -1.852507 1.084769 0.210619 0.58 -0.28 -0.03 0.218
O -2.162953 -1.616078 -2.123800 -0.60 0.28 -0.32 1.554
O -4.473269 2.369663 3.164249 -0.45 1.65 -0.47 -0.255
O -3.970950 -1.416141 -3.464312 0.47 0.20 1.40 -0.441
O -0.994744 2.203234 3.692164 0.57 0.64 -0.17 -0.624
O 0.633009 2.365988 5.101107 -0.65 0.39 -1.02 -0.677
O -2.208493 4.382015 1.615634 0.06 0.54 -0.34 1.467
O -4.978909 0.579841 1.938361 0.18 0.83 -0.30 -0.300
O -1.051333 2.349003 -1.468455 0.57 -1.41 1.33 -0.713
O 4.728399 3.349892 1.243224 0.28 -0.30 0.34 -0.164
O -4.924049 4.647765 -6.343394 0.44 -0.31 0.08 -0.680
O 4.503975 -6.001894 2.282389 -0.79 0.32 -0.23 -0.544
O -0.417840 -0.954271 4.417554 -0.95 0.65 0.42 0.565
O 0.358426 1.266575 -0.053314 -0.67 0.26 -0.72 0.746
O -3.441430 5.372086 -5.001027 0.69 -0.55 0.72 -0.551
O -5.019904 -7.506475 -0.712372 1.60 0.87 0.26 -0.490
O 1.100069 -0.574340 5.972284 -0.65 0.24 0.90 -0.486
O 1.760660 -0.808974 3.881207 0.83 0.06 -1.40 -0.114
O 0.664146 -3.876818 -1.397141 0.92 0.22 -1.32 0.444
O -4.275444 -1.820971 -1.278554 -1.03 0.15 2.27 -0.615
N 0.827533 -3.330068 -2.759996 -0.78 -0.46 0.75 0.831
N -4.225584 4.513748 -5.341306 -1.03 1.43 -1.47 1.078
N -3.003047 5.560663 1.497498 -0.59 0.96 -1.11 -0.118
N -4.051033 -6.714410 0.111416 -1.02 -1.32 -0.75 0.083
N 5.079641 2.357499 2.236729 -1.36 0.20 0.03 0.781
N 3.112681 -5.568403 2.224891 -0.44 -0.88 0.38 0.372
N 1.958882 3.329637 -3.523503 -1.13 -0.74 0.92 -0.032
N 0.062319 2.697194 4.056210 0.46 -0.02 1.16 1.082
C 2.361901 -6.281799 3.309153 0.21 0.05 -0.21 1.787
C 2.646567 5.209179 2.993380 -1.71 -0.42 -0.57 -0.696
C -0.162936 -0.425117 6.701650 0.77 -0.24 -0.70 -0.461
C 6.490395 1.691340 4.110723 -1.08 -0.84 -0.70 -1.040
C -1.907138 6.269958 -0.762916 0.46 -1.28 0.64 -1.173
C -3.606199 2.904233 -3.588306 -0.12 -0.52 -0.06 -0.203
C 2.192237 -7.765068 2.909667 0.36 -0.97 0.75 -1.827
C 3.003606 -6.146259 4.728849 -0.66 -1.90 -0.57 -1.864
C 1.763592 4.486720 3.797229 0.76 -0.41 0.29 -0.784
C -2.815939 -7.478589 0.209199 0.45 -0.90 0.96 2.060
C 1.352991 4.490795 1.035735 0.95 -0.27 0.36 -0.243
C -2.844872 -1.427078 -4.398781 -0.13 -0.99 2.60 0.199
C -5.451678 1.679373 1.122510 1.02 1.77 1.24 2.327
C -5.522903 -4.873269 -0.035076 -0.16 -0.91 0.19 -2.272
C -1.696834 -1.108960 -3.396704 0.36 1.00 -0.92 0.954
C 0.910337 -5.759752 3.343217 0.19 0.22 0.47 -0.425
C 1.705671 -5.562630 -3.575755 0.55 0.85 -1.07 -1.902
C 5.024376 1.020905 1.591916 0.04 -0.70 -0.01 2.225
C -3.087334 -4.541736 0.544984 0.25 -0.65 0.06 -0.813
C 3.384511 3.433474 -3.306124 1.95 1.22 -0.24 1.569
C 3.368244 -2.970069 -2.635035 0.14 -0.89 1.81 -1.548
C 0.761682 3.723849 3.223953 0.15 -0.78 -0.42 -0.479
C 0.678235 -4.459085 -3.711821 -0.53 0.49 -0.30 1.152
C -4.518475 3.359137 -4.521604 0.47 -0.25 0.46 -0.300
C 1.850731 -1.747704 -4.207081 -0.47 -0.32 -1.23 0.061
C -1.079071 7.077042 2.349337 0.39 0.55 -1.06 -1.533
C -3.529666 -1.584020 -2.137766 1.20 -0.44 -4.33 -0.575
C 4.288002 2.252283 -3.731712 -0.70 -0.48 0.03 -1.300
C -5.345975 2.891691 2.112589 -0.46 -0.40 0.98 -0.338
C -6.223232 1.840508 -3.820887 0.13 -0.06 -0.11 -1.202
C -1.242694 -0.605044 5.621509 0.88 -1.13 -0.53 1.011
C -2.191184 -1.746493 5.888890 0.07 -0.84 -1.10 -1.602
C 0.722036 -3.843114 -5.149767 -0.93 -0.03 1.22 -0.691
C 1.958819 -2.387831 -2.819401 0.40 0.11 -0.25 1.965
C -0.267390 3.648260 -4.596534 1.38 1.40 -0.13 -1.246
C 0.593846 3.668450 1.848335 -0.29 0.62 0.48 2.254
C 3.586351 0.675952 1.120856 -0.29 1.70 1.03 0.126
C 1.402937 2.119822 -5.703175 1.32 -1.13 0.31 -1.331
C -1.884254 -6.634949 1.081777 0.32 -0.43 -0.36 -2.678
C 7.473072 3.044942 2.261632 1.19 -0.19 -1.68 -1.643
C 6.631533 0.293043 3.386531 0.28 0.50 1.01 -1.513
C -5.299664 1.277299 -2.937198 0.03 0.25 0.08 -0.712
C -3.202610 5.944530 0.017235 1.51 0.20 1.20 1.365
C 3.299496 4.694808 -5.543316 2.17 0.03 0.82 -0.918
C -3.110049 -8.790227 0.993811 -0.64 0.12 -0.69 -1.923
C 2.391432 5.253797 1.604854 -0.30 0.93 0.12 -1.403
C -0.866871 1.582619 -0.523118 -0.28 1.82 -0.99 -0.611
C -3.855565 -5.122073 -1.831543 -0.51 -0.03 -0.76 -1.656
C -3.557577 8.338369 0.893903 -1.05 0.11 0.23 -0.564
C -1.709526 -5.238452 0.560264 -0.80 1.08 0.43 3.239
C -2.516087 6.604012 2.450094 -0.76 -0.46 0.67 1.897
C -3.916027 4.801349 -0.697689 -0.69 0.40 -0.39 -1.372
C 3.898438 4.656732 -4.092648 -1.07 -0.96 -1.52 -1.323
C 3.470759 -3.691769 0.780214 1.05 0.41 -0.07 -1.166
C 1.631413 -3.660447 2.287632 -2.25 0.71 -0.67 1.214
C 5.840872 4.172796 3.755802 0.03 -0.85 -0.01 -1.959
C -4.069442 7.226197 0.011162 0.04 -0.88 -0.41 -1.254
C 3.046775 -4.100242 2.179855 1.00 0.28 0.38 2.497
C -3.474740 7.787961 2.313354 0.39 0.50 0.28 -1.659
C 0.879656 -0.760476 4.666095 -0.78 -0.23 1.49 -0.059
C -5.774615 2.835360 -4.681436 -0.97 -0.28 0.27 -0.723
C 0.837753 -4.244556 3.441609 -0.34 0.08 0.78 -0.916
C 0.230735 0.379294 1.046275 -0.04 -0.96 0.75 1.891
C -1.281892 0.269246 1.295662 -0.59 -0.70 -0.30 2.374
C -1.944463 -1.097110 1.236863 0.04 -0.66 0.06 -0.449
C -6.829586 1.413178 0.725291 -1.10 -0.10 0.45 -1.690
C 1.752259 -1.374814 -1.725102 -0.56 1.44 0.51 -0.110
C 1.876493 -2.866455 -5.284537 -1.60 0.42 0.17 -1.434
C 5.387306 -0.083190 2.610242 0.86 0.54 -0.15 -0.474
C 1.835941 4.593961 -5.609646 -1.95 1.36 0.79 -0.807
C -4.000922 1.791980 -2.821380 -0.30 0.70 -0.27 1.056
C 6.213743 2.836667 3.050127 0.51 -0.73 0.73 1.346
C 3.883217 -3.414315 3.298639 -0.41 -1.05 -0.27 -0.903
C -2.072121 -7.867570 -1.082182 -1.48 -0.61 -0.45 -0.987
C -2.758822 6.037035 3.892990 0.97 0.23 -0.24 -1.923
C -4.092814 -5.323498 -0.338596 -0.30 0.60 -0.18 2.170
C 1.285266 3.375950 -4.820109 -0.69 0.85 -0.72 1.837
C -0.684746 -5.137566 -3.365446 0.44 1.61 -1.06 -0.998
C -4.353266 1.072538 3.044441 0.35 -0.60 -1.76 0.289
C 5.928165 0.905883 0.369919 0.39 1.48 -0.20 -1.717
C -3.140861 -0.481223 -5.517605 0.65 -1.08 -1.07 -1.380
C 3.712304 3.650878 -1.804589 -0.59 0.24 -0.57 -1.580
H 1.592242 -5.914899 -2.585654 0.03 -1.18 0.85 0.216
H 1.385866 5.540009 -5.160483 0.37 -1.04 -0.44 0.379
H -5.662483 -7.734276 -0.051765 -0.51 -0.22 0.44 0.353
H -3.341984 1.387005 -2.069403 0.26 -0.06 -0.03 -0.152
H -2.814629 -8.251733 -1.820894 0.52 0.38 0.38 0.339
H 5.806110 -0.012590 -0.136101 -0.61 -1.06 -0.72 0.463
H -1.653201 -2.707891 6.136263 -0.65 0.99 -0.40 0.363
H -3.928838 -8.650132 1.721512 0.77 0.22 0.21 0.405
H -3.134397 8.573144 3.006355 -0.11 -0.21 -0.10 0.446
H -2.252440 6.725814 -1.649529 -0.16 0.38 -1.38 0.646
H -7.284858 2.324868 0.327997 -0.25 -0.18 0.25 0.361
H -6.397200 3.262474 -5.449102 -0.21 0.00 0.07 0.565
H 3.483675 -0.370058 0.972088 0.15 -1.09 -0.27 -0.415
H 3.681404 5.566341 -3.594843 -0.30 0.96 0.64 0.513
H 2.911261 6.018234 1.001174 0.06 -0.89 0.17 0.359
H -4.967640 4.887162 -0.423812 -0.22 -0.43 0.13 0.526
H 3.714940 3.838487 -6.053692 0.32 -0.34 -0.43 0.301
H -4.431358 7.422872 2.689155 -0.32 0.26 -0.29 0.397
H 3.259599 1.185510 0.208148 0.19 0.09 0.13 -0.672
H -3.694995 5.535391 3.985877 -0.81 -0.61 -0.32 0.380
H -6.840202 0.674475 -0.028930 -0.14 -0.86 -1.02 0.358
H -1.315715 -5.220105 -0.450868 0.40 -0.12 -0.04 -1.115
H 0.804581 1.320201 -5.279013 -0.47 -0.05 -0.14 -0.099
H 6.938388 -0.523766 4.073401 -0.49 0.57 0.05 0.419
H -0.697832 -1.533214 -3.659719 -1.16 0.02 0.52 -0.760
H 3.115217 -8.356022 3.067361 -0.21 0.44 -0.36 0.416
H 4.525370 -3.928674 0.523493 -0.50 0.02 0.23 0.758
H -7.334070 0.961840 1.598246 -0.26 0.63 -0.39 0.374
H 6.991446 0.977683 0.514803 0.45 -0.08 0.69 0.376
H 2.775933 -7.124476 5.208583 0.12 0.73 0.16 0.480
H -1.345981 5.352102 -1.022343 -0.29 0.31 0.12 -0.302
H -4.598207 -5.692744 -2.418335 0.43 -0.02 0.32 0.476
H -3.549524 -9.537266 0.311038 0.58 0.07 0.10 0.397
H -7.283728 1.543177 -3.841980 0.76 -0.11 -0.09 0.408
H -1.430572 -4.344735 -3.194157 0.21 -0.24 -0.01 -0.431
H 6.515845 4.321796 4.585215 0.22 -0.21 0.51 0.581
H 2.544490 -5.360740 5.284381 -0.29 0.54 0.50 0.339
H 2.411798 1.623807 -5.737610 -0.50 0.91 0.20 0.302
H 2.802576 -4.112771 0.032317 0.02 -0.15 0.09 -0.156
H 2.569165 -0.638930 -1.675873 -0.23 -0.17 -0.29 0.457
H -4.819049 1.931149 0.259840 0.30 -0.75 0.24 -0.945
H 4.075533 -6.037548 4.770537 0.32 0.10 -0.40 0.327
H -2.180701 -6.677459 2.131563 -0.29 0.30 -0.01 0.296
H 3.716471 1.311025 -3.700406 0.47 0.15 0.22 -0.409
H 5.638838 1.687130 4.828051 0.50 -0.15 -0.36 0.306
H -2.276195 -0.499292 -6.184484 0.09 0.22 -0.08 0.407
H -0.214452 -3.867181 3.427502 0.68 -0.32 -0.08 0.209
H -2.919918 -1.842944 5.055319 0.89 -0.29 0.06 0.213
H 0.726632 0.799662 1.933272 0.02 -0.22 -0.45 -0.868
H -1.197374 6.960208 -0.324796 -0.17 0.05 0.34 0.266
H 8.342387 3.409964 2.795454 -0.14 0.35 0.71 0.436
H 4.656148 2.401949 -4.733932 0.01 -0.13 -0.53 0.465
H -2.612638 8.773522 0.567164 0.03 -0.11 -0.04 0.323
H 2.884252 0.910934 1.948758 0.36 0.05 -0.42 -0.047
H 1.582992 -2.558597 2.379861 0.28 -0.45 -0.23 -0.549
H -3.549141 3.786843 -0.523388 0.24 0.31 0.26 -0.513
H 3.381348 -2.607095 0.732633 0.06 0.17 -0.21 -0.537
H 3.183852 2.844309 -1.360978 -0.27 -0.76 1.09 -0.282
H 3.700629 5.583505 -6.047123 -0.24 -0.13 -0.02 0.426
H 3.404932 -3.620484 4.252329 -0.21 0.50 0.12 0.290
H -3.910831 4.946842 -1.790954 0.23 0.14 0.35 0.418
H -0.228066 -3.303335 -5.343567 0.29 -0.30 0.09 0.125
H -5.667143 -3.833904 -0.206944 -0.13 0.87 -0.52 0.201
H 0.860097 2.425216 -2.210109 0.05 -0.08 -0.36 -1.036
H -0.861920 7.606563 1.389598 -0.17 -0.62 0.72 0.289
H 5.736314 1.755704 -0.291958 -0.34 -0.28 -0.17 0.040
H -3.326372 0.528273 -5.213406 -0.07 0.49 0.45 0.075
H 4.778370 -4.000449 3.360335 0.97 0.17 -0.06 0.702
H -4.335998 9.126190 0.812100 0.61 -0.12 0.33 0.476
H 1.690966 -1.810433 -0.734914 0.20 -0.43 0.07 -1.163
H 3.364313 4.588116 -1.360338 -0.19 0.04 -0.35 0.194
H -0.899203 7.852260 3.099902 0.06 -0.38 0.28 0.540
H 0.401354 -6.054051 2.441121 -0.04 -0.20 -0.57 -0.772
H -1.624682 -1.807313 2.018880 0.10 0.65 0.01 -0.010
H 0.687916 -0.592587 0.767009 -0.22 0.58 0.32 -0.370
H 0.397154 -6.322336 4.142061 0.16 0.48 -0.01 0.666
H 3.321639 -3.862146 -1.981175 -0.14 0.43 -0.19 0.328
H 4.729016 -6.012855 1.340863 0.01 -0.20 0.28 0.367
H -1.796543 0.286785 5.399483 -0.01 0.49 -0.27 -0.202
H -1.325941 -8.660973 -0.962554 -0.14 0.19 0.40 0.435
H -5.056520 6.941005 0.387246 -0.11 0.09 -0.11 0.390
H 0.785182 -4.679661 -5.850713 0.03 0.16 -0.11 0.574
H 5.978836 5.086969 3.174157 -0.35 -0.34 -0.49 0.305
H 5.173185 2.238985 -3.083299 -0.33 -0.36 -0.15 0.553
H -0.919207 -7.109656 1.044039 0.55 -0.49 0.05 0.482
H -3.973759 -0.837148 -6.133157 0.00 0.03 0.32 0.420
H 0.967600 -1.049676 -4.332070 0.87 -0.94 0.24 -0.295
H -1.020039 -4.707867 1.239178 -0.16 0.05 -0.44 -0.622
H 7.302866 3.755889 1.448990 -0.08 -0.01 -0.02 0.221
H 4.028745 -2.284930 -2.076777 -0.25 -0.03 -0.51 0.160
H 3.792925 3.561927 1.413607 0.53 -0.27 0.10 -0.076
H -0.525363 -5.689426 -2.453419 -0.30 -0.38 -0.03 0.041
H 5.576174 -0.998721 2.046445 -0.05 -0.02 -0.09 0.645
H 1.535308 -6.253416 -4.407205 -0.09 -0.47 0.62 0.411
H -0.399037 6.233863 2.456538 0.19 0.14 0.06 -0.035
H 1.859325 -7.867515 1.867809 0.16 0.13 0.27 0.334
H 7.419709 1.811610 4.663332 0.00 0.64 0.01 0.482
H -3.454295 -4.652169 1.571890 -0.17 0.54 -0.02 0.705
H 1.759646 -2.396178 -6.255927 0.53 0.01 -0.29 0.667
H -5.726869 -5.038239 1.007849 0.01 -0.09 0.70 0.520
H -2.871734 -1.489610 6.661494 -0.28 0.30 1.31 0.460
H 1.159435 2.300974 -6.752130 -0.38 0.12 0.21 0.434
H -6.299840 3.104048 2.642797 0.32 -0.14 -0.61 0.285
H -2.744299 -2.509975 -4.611339 0.00 0.59 -0.86 0.435
H -0.846088 2.825184 -4.254456 -0.03 -1.00 0.37 -0.895
H 1.946047 4.413324 4.863581 -0.11 0.02 -0.09 0.519
H -4.934405 3.845994 1.744180 0.04 -0.61 -0.07 -0.073
H -1.605111 -0.007013 -3.308735 0.10 -0.40 0.06 -0.564
H -0.477540 4.521986 -3.923044 0.52 -0.74 -0.45 0.470
H -0.646764 3.931740 -5.572465 -0.25 0.04 -0.27 0.415
H -3.011965 -0.957568 1.343939 -0.29 0.07 0.24 0.391
H 4.966611 4.532983 -4.179980 0.44 0.25 0.08 0.456
H -5.580570 0.421227 -2.331186 -0.01 0.16 0.04 0.603
H -1.973710 5.371412 4.287460 -0.10 0.15 -0.43 0.136
H -6.257192 -5.504290 -0.565273 0.37 0.60 -0.13 0.468
H -1.590921 0.753392 2.212607 0.17 0.07 0.09 -1.422
H -4.176659 7.563386 -1.030537 -0.06 -0.18 0.22 0.407
H -1.032725 -5.725814 -4.222176 0.13 -0.26 0.36 0.315
H 1.489337 4.564312 -6.662791 0.07 -0.11 0.58 0.421
H -3.020555 -3.483989 0.238098 -0.26 -0.49 0.17 -0.773
H -0.084415 -3.373218 -1.080609 -0.40 0.18 0.17 -0.458
H -2.846255 6.845887 4.604920 0.26 0.49 0.13 0.497
H 4.772538 3.551549 -1.570746 -0.11 0.03 -0.21 0.552
H -1.592089 -7.000787 -1.463866 0.44 0.51 -0.62 -0.180
H -0.197514 3.110356 1.408514 -0.31 -0.45 -0.01 -0.585
H 7.875764 2.131723 1.784465 -0.50 0.37 0.27 0.300
H 0.811840 -0.798971 -1.839429 0.34 -0.24 -0.22 -0.562
H -2.631226 3.391941 -3.581253 -0.29 -0.31 0.53 0.501
H -2.866265 -5.379177 -2.159075 0.35 -0.44 -0.01 0.370
H 2.729163 -5.223971 -3.673913 0.20 0.18 -0.13 0.462
H 1.446021 -8.300489 3.572102 0.55 0.87 -0.63 0.353
H -0.225996 -1.252310 7.432786 0.15 0.68 -0.10 0.362
H 1.102661 -3.924448 1.326989 0.35 0.14 0.78 -0.940
H 7.506357 0.367704 2.750752 0.07 0.05 -0.47 0.399
H -0.128771 0.584788 7.128023 -0.23 -0.47 0.15 0.242
H 2.707648 -1.160488 -4.511175 0.42 0.49 0.74 0.230
H 4.594079 -0.315502 3.306982 -0.50 0.30 0.14 -0.202
H 4.073261 -2.349378 3.166587 -0.19 -0.26 -0.09 -0.970
H 3.464342 5.690350 3.489109 0.23 0.49 -0.24 0.803
H 1.257332 -3.904186 4.411075 -0.19 -0.07 -0.42 0.665
H 1.215845 4.363320 -0.035513 0.04 0.57 0.10 0.113
H -2.663070 3.973796 2.351986 0.07 -0.73 0.32 -0.199
H -2.152979 -9.138677 1.424515 -0.70 -0.09 -0.01 0.354
H 4.824900 4.072345 4.138903 0.05 0.20 0.02 0.306
H -3.993859 -4.090758 -2.168566 -0.13 0.05 0.48 0.269
H -1.852025 -1.651341 0.301885 0.49 0.45 -0.25 -0.781
H 2.773621 -3.444352 -5.205495 0.82 0.02 -0.25 0.197
H 3.868756 -3.329599 -3.505751 0.27 0.12 -0.84 0.475
```
Forces are in eV/Å.

Values from the calculation:
* structure (SMILES): O=[N+]([O-])c1ccccc1.O=[N+]([O-])c1ccccc1.CC1(C)CCCC(C)(C)N1O.CC1(C)CCCC(C)(C)N1O.CC1(C)CCCC(C)(C)N1O.CC1(C)CCCC(C)(C)N1O.CC1(C)CCCC(C)(C)N1O.CC1(C)CCCC(C)(C)N1O.C[C@H]1COC(=O)O1.C[C@H]1COC(=O)O1.C[C@H]1COC(=O)O1.C[C@H]1COC(=O)O1
* highest occupied orbital energy: -8.238 eV
* total charge: 0